[1]
11
Properties=species:S:1:pos:R:3 method="wB97M-V/def2-TZVPD" relative_energy_ev=4.182 lumo_energy_ev=-0.4 smiles="C=C=C=NC=C" e_tot_ev=-6751.725
C -2.137 -1.314 0.283
C -0.910 -0.854 0.331
C 0.362 -0.814 0.544
N 1.508 -0.429 0.834
C 1.757 0.487 -0.217
C 0.926 1.518 -0.491
H -2.691 -1.711 1.125
H -2.761 -1.263 -0.602
H 2.737 0.388 -0.654
H 1.201 2.285 -1.194
H 0.009 1.708 0.040

---

[2]
108
Properties=species:S:1:pos:R:3 method="wB97M-V/def2-TZVPD" lumo_energy_ev="-2.6 / -7.3" total_charge=+1 multiplicity=2 e_tot_ev=-123985.103 s_squared=0.7550
Cl -1.525 1.057 3.316
C -0.570 0.572 1.934
C -0.826 -0.992 1.905
Cl 0.138 -1.562 0.506
H 0.433 0.963 2.104
H -1.040 1.078 1.090
H -1.848 -1.284 1.666
H -0.473 -1.466 2.820
Cl -0.889 -5.142 -2.103
C 0.681 -4.679 -1.307
C 1.087 -5.698 -0.184
Cl -0.316 -6.204 0.777
H 0.495 -3.691 -0.886
H 1.464 -4.570 -2.057
H 1.838 -5.335 0.519
H 1.655 -6.503 -0.651
Cl -1.738 -0.661 8.727
C -0.306 -0.660 7.652
C -0.393 0.088 6.401
Cl -0.543 1.776 6.698
H -0.092 -1.702 7.412
H 0.549 -0.265 8.201
H -1.216 -0.078 5.705
H 0.535 -0.096 5.859
C -4.071 4.521 3.829
O -2.877 4.199 3.017
H -4.236 5.582 4.020
H -5.033 4.132 3.497
H -3.953 4.126 4.838
H -2.976 3.324 2.634
C -2.209 1.208 -1.567
O -0.828 1.526 -1.804
H -2.716 1.276 -2.529
H -2.392 0.207 -1.177
H -2.541 1.853 -0.753
H -0.766 2.465 -1.992
C 2.734 -0.212 -1.781
O 4.125 -0.136 -1.363
C 4.444 1.015 -0.672
C 4.840 2.184 -1.572
N 5.896 1.963 -2.556
C 7.214 1.356 -2.314
C 8.091 2.040 -1.238
O 7.849 1.527 0.102
C 8.506 2.280 1.186
H 2.387 0.471 -2.557
H 2.173 -0.004 -0.870
H 2.570 -1.225 -2.147
H 5.246 0.794 0.033
H 3.671 1.337 0.026
H 5.563 2.745 -0.980
H 4.024 2.799 -1.951
H 5.476 1.634 -3.414
H 7.802 1.348 -3.232
H 7.145 0.292 -2.087
H 7.896 3.112 -1.208
H 9.134 1.787 -1.427
H 9.519 1.908 1.342
H 8.033 2.142 2.158
H 8.580 3.365 1.106
C -6.714 -10.703 0.973
O -6.468 -9.413 0.381
C -7.150 -8.391 1.092
C -7.466 -7.230 0.223
N -6.467 -6.178 0.252
C -5.299 -6.425 -0.591
C -4.218 -5.268 -0.348
O -4.834 -3.897 -0.399
C -3.903 -2.823 -0.493
H -6.255 -10.880 1.946
H -6.204 -11.369 0.276
H -7.717 -11.106 1.108
H -6.768 -8.093 2.068
H -8.130 -8.813 1.315
H -8.396 -6.862 0.658
H -7.651 -7.508 -0.814
H -6.812 -5.267 -0.012
H -5.522 -6.497 -1.655
H -4.776 -7.346 -0.333
H -3.502 -5.314 -1.168
H -3.713 -5.378 0.611
H -4.567 -1.959 -0.525
H -3.296 -2.919 -1.393
H -3.394 -2.582 0.440
C -1.130 5.244 -2.146
O -0.149 4.200 -1.969
C 0.385 4.195 -0.633
C 1.541 5.153 -0.566
N 2.431 4.812 -1.632
C 3.083 6.016 -2.172
C 2.162 7.053 -2.863
O 1.627 6.895 -4.161
C 2.619 6.952 -5.179
H -0.756 6.263 -2.043
H -1.930 5.145 -1.412
H -1.680 5.031 -3.063
H 0.485 3.145 -0.358
H -0.350 4.523 0.102
H 2.188 4.964 0.291
H 1.111 6.154 -0.513
H 1.916 4.427 -2.411
H 3.907 5.664 -2.793
H 3.544 6.454 -1.287
H 2.732 7.976 -2.762
H 1.303 7.306 -2.242
H 3.588 7.409 -4.978
H 2.303 7.435 -6.103
H 2.867 5.918 -5.420

---

[3]
84
Properties=species:S:1:pos:R:3 method="wB97M-V/def2-TZVPD" lumo_energy_ev=-4.2 total_charge=+1 e_tot_ev=-113685.888
C 1.120 -4.031 -1.618
C 0.806 -2.662 -2.304
C 0.577 -1.619 -1.199
C 0.656 -0.046 -1.410
C 2.180 0.239 -1.303
Cl 3.350 -0.971 -1.835
C 2.756 1.284 -0.740
C 2.108 2.462 -0.095
Cl 4.490 1.425 -0.632
N -0.148 0.473 -0.237
S 0.182 0.042 1.344
C -0.735 -1.416 1.939
O 1.550 -0.237 1.629
O -0.204 1.079 2.276
C -1.258 1.244 -0.455
N -1.449 2.321 0.222
F -2.513 3.100 -0.009
N -2.215 0.983 -1.419
B -3.339 0.145 -0.889
O -3.166 -0.986 -0.158
O -4.605 0.565 -1.128
C -1.534 0.187 -2.519
B -2.523 0.200 -3.799
O -3.238 1.285 -4.186
O -2.701 -0.963 -4.537
C -0.052 0.498 -2.729
C 0.358 -0.228 -4.018
O 1.778 -0.357 -4.184
C 2.138 -0.442 -5.475
F 3.380 -0.868 -5.513
F 2.122 0.726 -6.069
F 1.403 -1.308 -6.151
P 0.376 2.287 -3.149
N -0.312 2.796 -4.455
O 1.973 2.437 -3.459
O -0.079 3.395 -2.025
H 0.717 -4.058 -0.603
H 0.716 -4.831 -2.241
H 2.202 -4.187 -1.587
H -0.116 -2.829 -2.878
H 1.607 -2.491 -3.018
H -0.427 -1.836 -0.817
H 1.336 -1.856 -0.447
H 2.516 2.560 0.919
H 1.034 2.524 -0.019
H 2.452 3.369 -0.608
H -1.464 -1.775 1.213
H -1.173 -1.213 2.911
H -0.014 -2.226 2.083
H -0.819 2.677 0.942
H -3.881 -1.009 0.502
H -4.592 1.522 -1.289
H -1.619 -0.866 -2.195
H -3.293 1.223 -5.155
H -3.093 -1.652 -3.981
H -0.097 -1.215 -4.130
H 0.018 0.291 -4.922
H -0.929 2.098 -4.854
H 2.122 3.393 -3.555
H 0.533 4.147 -2.074
F -3.561 -1.174 2.559
C -4.398 -0.874 3.594
C -5.244 -1.850 4.075
C -6.091 -1.544 5.130
C -6.084 -0.269 5.679
C -5.228 0.701 5.177
C -4.372 0.396 4.129
H -5.239 -2.837 3.628
H -6.756 -2.301 5.524
H -6.748 -0.032 6.499
H -5.225 1.695 5.603
H -3.690 1.136 3.729
F 7.986 -0.583 3.651
C 6.730 -0.202 3.941
C 5.741 -0.359 2.989
C 4.444 0.030 3.292
C 4.156 0.580 4.534
C 5.163 0.735 5.477
C 6.459 0.337 5.183
H 5.989 -0.782 2.024
H 3.660 -0.094 2.559
H 3.144 0.887 4.766
H 4.939 1.167 6.444
H 7.255 0.442 5.908

---

[4]
34
Properties=species:S:1:pos:R:3 method="wB97M-V/def2-TZVPD" relative_energy_ev=0.000 lumo_energy_ev=-11.8 total_charge=+3 e_tot_ev=-124612.610
Zr -0.218 -0.076 -0.159
Cl -2.875 -3.755 5.482
C -2.229 -3.206 4.017
C -1.868 -1.850 3.896
Cl -2.055 -0.740 5.167
C -1.342 -1.456 2.684
Cl -0.866 0.225 2.373
C -1.164 -2.323 1.620
O -0.619 -1.768 0.483
C -1.519 -3.652 1.724
Cl -1.295 -4.682 0.384
C -2.058 -4.095 2.942
Cl -2.504 -5.721 3.101
N 7.270 0.175 0.045
C 6.122 0.118 0.023
C 4.697 0.047 -0.001
C 4.034 -1.065 0.530
C 2.665 -1.106 0.489
N 1.931 -0.093 -0.051
C 2.584 0.990 -0.562
C 3.949 1.093 -0.559
H 4.588 -1.886 0.965
H 2.117 -1.953 0.880
H 1.976 1.787 -0.980
H 4.435 1.965 -0.977
Cl -1.182 5.361 0.876
C -2.057 4.430 -0.328
Cl -1.823 5.039 -1.958
Cl -3.751 4.215 0.078
C -1.462 3.077 -0.304
N -0.998 2.021 -0.285
O -0.906 -0.540 -2.182
H -1.195 -1.436 -2.442
H -1.028 0.032 -2.962

---

[5]
9
Properties=species:S:1:pos:R:3 method="wB97M-V/def2-TZVPD" lumo_energy_ev=-11.8 total_charge=+2 e_tot_ev=-10137.707
H 1.149 -0.271 1.334
O -0.178 1.149 -0.342
O -0.794 -0.830 0.280
C 0.947 0.510 -0.059
C 0.572 -0.869 0.341
C -1.271 0.332 -0.180
F 1.974 0.807 -0.722
H 1.039 -1.710 -0.190
Li -3.438 0.883 -0.462

---

[6]
43
Properties=species:S:1:pos:R:3 method="wB97M-V/def2-TZVPD" relative_energy_ev=0.000 lumo_energy_ev="-9.6 / -9.7" total_charge=+2 e_tot_ev=-77697.779
I 0.149 2.650 0.014
I 0.175 -3.135 0.856
Bi 0.122 -0.284 -3.255
P -2.591 -0.260 -1.537
C -3.287 -0.167 0.187
C -3.305 1.202 -2.416
H -4.375 1.169 -2.619
H -4.613 -1.490 -2.368
H -2.756 1.255 -3.369
H -3.120 -1.687 -3.360
H -3.060 0.810 0.649
H -3.054 2.116 -1.814
C -3.501 -1.648 -2.330
H -4.376 -0.310 0.151
H -3.276 -2.579 -1.809
H -2.838 -0.934 0.865
P 2.911 -0.239 -1.544
C 3.658 -0.132 0.163
C 3.737 -1.678 -2.356
H 2.988 1.162 -3.459
H 4.622 1.225 -2.738
H 3.263 2.148 -1.990
C 3.559 1.207 -2.508
H 3.299 -1.703 -3.370
H 4.835 -1.634 -2.456
H 4.758 -0.162 0.143
H 3.296 -0.951 0.823
H 3.452 -2.603 -1.831
H 3.344 0.805 0.668
Cl 0.167 0.260 -5.657
C -0.331 -1.247 4.585
N -0.298 0.055 3.974
C -0.660 1.301 4.551
C -0.440 2.263 3.616
N 0.078 1.588 2.502
C -0.057 0.262 2.697
S -0.120 -0.804 1.403
H -1.065 -1.896 4.104
H 0.649 -1.751 4.583
H -0.610 -1.086 5.619
H -1.157 1.465 5.474
H -0.549 3.319 3.523
H 0.376 2.118 1.635

---

[7]
94
Properties=species:S:1:pos:R:3 method="wB97M-V/def2-TZVPD" relative_energy_ev=0.208 lumo_energy_ev=2.4 total_charge=-1 e_tot_ev=-146132.396
Mg -1.458 1.776 -0.376
C -4.401 0.332 -1.001
N -2.979 0.051 -0.903
C -2.433 -0.295 -2.207
C -2.400 0.960 -3.112
N -2.291 2.146 -2.273
C -2.320 3.362 -2.830
C -2.434 4.485 -1.969
F -2.521 4.226 -0.640
C -2.402 5.795 -2.376
F -2.497 6.789 -1.478
C -2.285 6.101 -3.724
F -2.264 7.382 -4.151
C -2.196 5.051 -4.616
F -2.053 5.319 -5.930
C -2.223 3.735 -4.192
F -2.053 2.792 -5.154
C -2.676 -0.878 0.179
C -2.845 -0.164 1.523
N -2.182 1.132 1.455
C -1.913 1.786 2.592
C -2.287 1.497 3.926
F -3.077 0.431 4.214
C -1.885 2.265 5.004
F -2.272 1.906 6.243
C -1.098 3.388 4.847
F -0.716 4.129 5.908
C -0.730 3.735 3.557
F 0.032 4.823 3.347
C -1.137 2.964 2.501
F -0.769 3.341 1.245
H -4.953 -0.536 -1.398
H -4.560 1.187 -1.658
H -4.805 0.582 -0.021
H -3.014 -1.096 -2.691
H -1.415 -0.648 -2.052
H -3.311 1.002 -3.724
H -1.561 0.851 -3.806
H -1.629 -1.172 0.077
H -3.301 -1.784 0.145
H -2.412 -0.808 2.291
H -3.912 -0.063 1.762
O 1.561 1.387 0.750
C 1.189 0.658 -0.166
O -0.014 0.550 -0.603
C 2.212 -0.165 -0.952
C 1.749 -1.604 -1.210
Ge 1.930 -2.771 0.359
C 0.923 -4.427 0.062
C 1.123 -5.525 0.900
C 0.392 -6.693 0.735
C -0.557 -6.779 -0.276
C -0.770 -5.696 -1.117
C -0.034 -4.529 -0.946
C 1.297 -2.014 2.040
C 0.137 -2.527 2.622
C -0.355 -2.002 3.809
C 0.299 -0.943 4.423
C 1.441 -0.409 3.845
C 1.937 -0.941 2.664
C 3.839 -3.240 0.401
C 4.720 -2.846 1.406
C 6.076 -3.140 1.322
C 6.571 -3.841 0.232
C 5.703 -4.252 -0.772
C 4.352 -3.951 -0.686
H 3.170 -0.124 -0.432
H 2.333 0.346 -1.913
H 2.350 -2.063 -1.999
H 0.714 -1.579 -1.552
H 1.860 -5.463 1.695
H 0.559 -7.535 1.396
H -1.130 -7.689 -0.406
H -1.513 -5.759 -1.902
H -0.215 -3.687 -1.605
H -0.384 -3.353 2.150
H -1.258 -2.407 4.248
H -0.093 -0.521 5.341
H 1.936 0.439 4.302
H 2.799 -0.475 2.203
H 4.347 -2.313 2.272
H 6.747 -2.822 2.111
H 7.627 -4.068 0.165
H 6.082 -4.807 -1.622
H 3.683 -4.279 -1.476
N 2.343 4.017 -3.854
N 1.714 3.906 -2.624
N 2.224 4.401 -1.521
C 1.313 4.010 -0.634
N 0.321 3.318 -1.206
N 0.600 3.261 -2.491
H 2.783 4.929 -3.885
H 1.622 3.934 -4.560
H 1.385 4.208 0.420

---

[8]
7
Properties=species:S:1:pos:R:3 method="wB97M-V/def2-TZVPD" relative_energy_ev=1.226 lumo_energy_ev="2.3 / 2.3" total_charge=-1 e_tot_ev=-101030.697
N 1.295 0.392 0.894
O -0.733 1.198 0.205
O -0.506 -1.305 0.584
O 0.358 -0.211 -1.379
S 0.075 -0.106 0.001
Cl -2.420 1.555 -0.353
Br 2.742 0.436 -0.142